Below is an isolated ion of composition C12H22N5 and charge +1 in a non-equilibrium geometry, with properties calculated with ωB97M-V/def2-TZVPD.

The geometry in XYZ format:
```
39
Properties=species:S:1:pos:R:3:forces:R:3:mulliken_charge:R:1
C -3.4203 -0.0487 1.6718 -0.46 0.31 0.57 -0.76
C -2.6152 0.9547 2.6395 -1.15 -0.43 -0.07 -0.59
N -1.4545 1.6354 1.9557 -1.48 1.45 1.81 -0.26
N -0.2570 0.9162 2.1803 3.03 -1.16 -4.70 -0.06
C 0.7803 1.3045 1.2107 -1.43 -2.82 2.14 -0.55
N 1.0482 2.6331 1.1131 -0.91 0.20 -1.13 -0.31
N 1.4176 0.2295 0.4550 0.08 3.12 1.94 0.63
C 2.5065 -0.4614 1.2151 0.51 -2.86 -0.18 -0.56
N 1.9071 -1.2318 2.3496 0.66 1.19 -0.48 -0.54
C 1.8357 0.6436 -0.9209 1.00 -1.17 -2.08 -1.03
C 1.2195 -0.4639 -1.9256 -1.36 -1.58 -1.53 0.67
C 2.0589 -1.5897 -2.5856 -4.94 0.63 -0.47 -0.63
C 1.2545 -2.5901 -3.4956 -0.91 1.89 1.36 -0.39
C -0.2704 -2.4961 -3.7426 1.12 2.67 2.37 -0.41
C -1.0979 -1.3490 -3.0712 4.81 -0.23 0.80 -0.64
C -0.3172 -0.3559 -2.1795 0.44 -1.60 -1.32 0.52
C -1.1738 0.8108 -1.4620 0.88 -0.72 -0.22 -0.88
H -2.7542 -0.6698 0.9802 -0.89 0.90 1.00 0.22
H -4.0124 -0.7587 2.3591 0.93 0.99 -1.17 0.32
H -4.1972 0.5459 1.0635 1.41 -1.00 0.74 0.26
H -2.3010 0.3713 3.5736 -0.23 1.03 -1.17 0.35
H -3.3480 1.7945 2.9369 1.28 -1.37 -0.32 0.35
H -1.3159 2.5323 2.4556 -0.22 -0.59 -0.39 0.31
H -0.4581 -0.0926 2.0105 0.35 0.85 0.46 0.41
H 1.8623 3.0588 1.5702 -0.41 -0.40 -0.86 0.23
H 0.3554 3.1983 0.5828 0.72 -0.22 1.12 0.28
H 2.9484 -1.2516 0.4965 -0.57 1.65 0.63 0.31
H 3.3635 0.2243 1.5366 -1.39 -0.75 -0.22 0.44
H 1.4521 -2.0928 2.0226 0.66 0.46 0.21 0.25
H 2.6284 -1.4081 3.0590 -0.66 -0.15 -0.45 0.23
H 2.9848 0.6032 -1.0274 -1.75 0.16 0.27 0.48
H 1.5093 1.6873 -1.2356 0.29 -1.49 0.74 0.39
H 3.1791 -1.6795 -2.4074 -1.77 0.08 -0.38 0.34
H 1.8842 -3.4334 -3.9608 -1.36 1.45 0.69 0.31
H -0.8697 -3.2357 -4.3752 1.39 1.06 0.94 0.33
H -2.2183 -1.2080 -3.2021 1.76 -0.35 0.08 0.33
H -1.3544 0.4346 -0.3854 0.03 1.00 -1.69 0.06
H -0.6030 1.8144 -1.4529 -0.82 -1.60 0.09 0.13
H -2.1572 1.0241 -2.0081 1.40 -0.60 0.88 0.46
```
Forces are in eV/Å.

## Properties
energy: -743.7273 hartree
energy above the lowest of the compared OMol25 structures with the same formula, charge and spin: 139.5 kcal per mole
SMILES: CCNN/C(N)=[N+](\CN)Cc1ccccc1C
net charge: +1
E_LUMO: -4.89 eV

Below is C12H23AuN3O2PS4 as an isolated structure, with properties calculated with ωB97M-V/def2-TZVPD.

The geometry in XYZ format:
```
46
Properties=species:S:1:pos:R:3:forces:R:3:mulliken_charge:R:1
Au -0.3644 -1.4642 -0.3140 -0.30 -0.48 0.02 0.18
C 1.4462 3.0796 1.1505 -0.20 -0.01 0.13 -1.29
C -0.0234 3.4574 1.2356 0.23 0.45 -0.31 0.45
C -0.5323 4.0207 -0.0851 -0.02 -0.04 0.18 -1.17
O -0.8459 2.3731 1.6570 -0.36 -0.29 0.21 -0.40
P -0.9215 0.8618 1.1294 0.13 0.16 0.05 1.21
S 0.6621 -0.1997 1.7190 -0.09 0.13 -0.10 -0.56
S -1.2872 0.7998 -0.8687 0.10 -0.18 0.54 -0.60
O -2.1367 0.3298 2.0013 0.30 -0.17 0.01 -0.36
C -3.4908 0.7756 2.1667 -0.48 0.23 -0.02 0.51
C -3.5435 2.1136 2.8904 0.13 -0.21 -0.04 -1.12
C -4.2403 0.8269 0.8466 0.08 -0.12 0.08 -1.27
H 2.0326 3.9662 0.9203 0.06 0.11 -0.02 0.49
H 1.5957 2.3364 0.3680 0.06 -0.02 -0.03 0.15
H 1.7866 2.6573 2.0933 0.08 -0.04 0.00 0.32
H -0.1655 4.2061 2.0303 0.07 -0.19 -0.20 0.27
H -0.3812 3.2946 -0.8814 0.02 0.06 -0.04 0.15
H 0.0053 4.9349 -0.3258 0.03 0.13 -0.02 0.46
H -1.5988 4.2355 -0.0220 -0.01 0.06 -0.01 0.30
H -3.9280 -0.0040 2.8049 0.12 0.15 -0.14 0.23
H -3.1080 2.8854 2.2606 -0.05 0.09 0.05 0.14
H -2.9798 2.0602 3.8187 0.04 0.06 0.07 0.31
H -4.5743 2.3779 3.1165 -0.11 -0.04 0.01 0.46
H -3.8801 1.6578 0.2436 -0.05 0.02 -0.10 0.25
H -5.3072 0.9537 1.0285 -0.03 0.06 0.07 0.45
H -4.0925 -0.0938 0.2866 0.01 -0.03 -0.06 0.31
S -0.4255 -3.8528 -0.6773 -0.71 0.30 -0.15 -0.37
C 1.1884 -4.0695 -0.3347 0.49 -0.56 -0.12 0.27
N 2.0865 -4.3789 -1.2687 -0.20 0.11 0.26 -0.14
C 3.4629 -4.5110 -0.8540 0.45 0.06 0.00 -0.61
C 3.4218 -4.8706 0.6255 -0.35 -0.02 0.25 -0.52
S 1.8716 -4.1237 1.2663 0.25 0.08 -0.18 -0.06
H 1.8679 -4.1356 -2.2234 -0.15 0.03 0.02 0.30
H 4.0036 -3.5713 -1.0237 -0.09 -0.07 0.02 0.27
H 3.9447 -5.3032 -1.4316 0.03 0.11 0.04 0.33
H 4.2722 -4.4869 1.1838 -0.01 0.00 -0.07 0.38
H 3.3390 -5.9469 0.7776 0.11 0.04 -0.05 0.31
N 1.5078 0.5606 -2.9630 0.09 0.32 -0.04 0.10
C 0.6973 -0.0918 -3.8468 -0.29 -0.27 -0.28 -0.60
C 0.6681 -1.3908 -3.4339 -0.03 0.22 -0.19 -0.24
N 1.4321 -1.5380 -2.3099 0.62 -0.03 -0.10 -0.20
C 1.9181 -0.3446 -2.0575 0.26 -0.24 0.21 -0.54
H 1.6875 1.5528 -2.9493 -0.03 -0.20 0.08 0.21
H 0.2117 0.4079 -4.6600 -0.06 0.10 -0.12 0.41
H 0.1503 -2.2303 -3.8570 -0.18 -0.02 -0.11 0.40
H 2.5669 -0.1178 -1.2334 0.03 0.18 0.17 0.45
```
Forces are in eV/Å.

## Properties
energy: -2855.7183 hartree
net charge: 0
E_LUMO: 0.39 eV

Below is a 5-piece molecular cluster, C12H23Cl12NO4P overall, with properties calculated with ωB97M-V/def2-TZVPD.

The geometry in XYZ format:
```
53
Properties=species:S:1:pos:R:3:forces:R:3:mulliken_charge:R:1
O -2.5233 -0.6840 0.9362 0.17 -0.02 -0.17 -0.33
C -2.6250 0.7270 1.1940 -0.17 0.06 -0.06 -0.73
C -1.9870 1.5342 0.0801 0.04 0.12 0.24 -0.61
C -0.5729 1.1117 -0.3034 0.05 0.08 -0.19 -0.29
C -0.4745 -0.2194 -1.0898 0.09 0.23 0.36 -0.69
C 0.2749 -1.2534 -0.2555 0.10 0.58 -0.13 -0.31
C 1.7855 -0.9952 -0.3475 -0.19 -0.08 0.09 -0.68
O 2.5974 -2.0817 0.0876 -0.10 0.08 -0.03 -0.37
C 1.8990 -3.0162 0.8795 0.10 -0.14 0.08 0.20
P 3.1969 -4.2547 1.5302 0.11 -0.08 -0.07 0.14
O 2.5645 -4.4802 3.0328 0.16 0.08 -0.13 -0.47
O 2.6532 -5.6353 0.8263 0.12 0.13 -0.03 -0.48
C 0.8649 -3.6888 0.0148 0.04 -0.26 -0.12 0.04
N 0.0061 -2.6527 -0.7134 0.43 -0.54 0.40 0.16
H -3.3604 -1.0911 1.1546 -0.21 -0.05 0.16 0.27
H -3.6760 1.0089 1.2761 0.00 0.01 0.05 0.49
H -2.1545 0.9513 2.1540 0.12 -0.06 0.00 0.30
H -1.9300 2.5635 0.4444 -0.09 0.03 -0.06 0.42
H -2.6464 1.5553 -0.7911 0.08 -0.10 -0.10 0.18
H -0.1388 1.9108 -0.9025 0.02 -0.01 -0.02 -0.24
H 0.0410 1.0656 0.6017 -0.02 -0.03 0.04 0.46
H 0.0643 -0.0500 -2.0222 -0.06 -0.10 -0.08 0.58
H -1.4861 -0.5498 -1.3238 0.02 -0.21 -0.01 0.30
H -0.0722 -1.1657 0.7714 -0.10 -0.37 0.01 0.27
H 2.0067 -0.1127 0.2556 0.03 0.09 -0.06 0.30
H 2.0456 -0.7835 -1.3861 0.13 -0.02 0.00 0.42
H 1.4441 -2.5365 1.7578 -0.03 0.09 -0.05 0.34
H 1.7988 -3.9343 3.2164 -0.24 0.04 0.27 0.39
H 2.0310 -6.0764 1.4162 -0.14 -0.25 0.01 0.34
H 0.2129 -4.3521 0.5794 -0.10 0.18 0.05 -0.49
H 1.3584 -4.2970 -0.7402 0.02 0.08 -0.06 0.40
H -0.9608 -2.9321 -0.5361 -0.21 0.40 -0.18 0.20
H 0.2024 -2.7212 -1.7102 -0.17 0.06 -0.10 0.44
C 1.7233 5.3361 -1.9260 -0.11 0.05 0.09 -0.03
Cl 0.3191 6.2279 -2.4973 0.01 0.00 0.00 -0.12
Cl 1.8514 5.4065 -0.1718 0.02 0.02 0.02 -0.09
Cl 1.6518 3.6520 -2.4730 0.21 0.01 0.01 -0.10
H 2.6104 5.7855 -2.3516 0.02 -0.02 -0.01 0.35
C -2.4539 -5.5596 1.3890 -0.12 -0.14 0.07 0.02
Cl -1.0946 -5.8114 2.4885 0.02 -0.01 0.02 -0.10
Cl -3.9334 -6.2291 2.0332 0.06 0.04 0.00 -0.08
Cl -2.6504 -3.8197 1.0512 0.08 0.01 -0.06 -0.09
H -2.2276 -6.0554 0.4541 0.00 0.02 -0.03 0.30
C 2.5307 8.5193 2.7708 0.01 -0.04 -0.06 -0.01
Cl 4.1192 8.0988 2.1317 0.00 0.00 0.01 -0.11
Cl 1.4748 9.1120 1.4912 -0.01 0.01 -0.01 -0.10
Cl 1.8020 7.1361 3.5927 0.00 -0.01 0.01 -0.12
H 2.6586 9.3105 3.4969 0.00 0.00 0.01 0.34
C -2.2075 1.1542 -4.2278 -0.01 -0.01 -0.06 0.25
Cl -0.6631 1.8881 -3.7739 -0.18 0.06 -0.16 -0.06
Cl -3.3645 2.3863 -4.7061 0.01 -0.01 0.01 -0.11
Cl -1.9839 -0.0465 -5.5005 0.01 -0.02 0.03 -0.13
H -2.6022 0.6443 -3.3585 0.00 0.00 0.02 0.05
```
Forces are in eV/Å.

## Properties
energy: -6690.1756 hartree
energy above the lowest of the compared OMol25 structures with the same formula, charge and spin: 17.9 kcal per mole
net charge: +1
E_LUMO: -2.73 eV

Below is C12H23EuN5O6S as an isolated structure in a non-equilibrium geometry, with properties calculated with ωB97M-V/def2-TZVPD.

The geometry in XYZ format:
```
48
Properties=species:S:1:pos:R:3:forces:R:3:mulliken_charge:R:1
O 0.1772 -1.4558 -2.9143 -1.07 0.65 -0.38 -0.65
H -0.4036 -1.8172 -3.6175 0.68 0.36 0.71 0.13
Eu -0.0873 -0.0918 -1.0881 2.00 -1.69 2.36 1.06
N 1.7067 -1.7374 -0.3083 -1.58 -0.22 -0.72 0.18
N -0.6810 -2.0639 0.3618 -1.23 -0.23 -0.88 0.69
N 0.3351 2.2112 -0.3930 0.54 2.33 0.91 0.18
N -1.5758 1.1585 0.8902 -0.13 1.65 1.65 0.27
O 2.4134 -1.0755 -1.1329 0.56 -0.19 -0.22 -0.53
O 1.5741 2.6892 -0.9206 -1.11 -0.36 -0.29 -0.47
O -2.4163 0.5125 1.7984 0.09 0.19 -1.21 -0.44
O -1.9045 -2.1322 0.7820 1.02 -0.10 -0.26 -0.77
C -0.1418 -3.1709 -0.2475 0.22 0.77 0.03 0.50
C 1.1453 -2.9134 -0.7923 0.33 0.63 0.50 0.49
C -0.2656 3.0396 0.4622 1.60 -1.31 -2.59 0.38
C -1.3842 2.4494 1.1770 -1.37 -3.17 -0.28 0.31
C 1.8066 -3.6986 -1.8644 0.22 -0.26 -0.04 -1.41
H 1.6427 -3.2283 -2.8461 0.06 -0.05 0.44 0.18
H 1.4110 -4.7198 -1.8999 0.27 0.25 0.01 0.46
H 2.8880 -3.7097 -1.6657 -0.30 -0.09 -0.16 0.35
C -0.9508 -4.3912 -0.5131 -0.03 -0.12 0.27 -1.36
H -1.8955 -4.1332 -1.0197 0.32 -0.07 0.21 0.30
H -1.2078 -4.8146 0.4661 -0.13 -0.12 -0.27 0.36
H -0.3958 -5.1357 -1.1015 -0.29 0.33 0.30 0.35
C 0.1006 4.4640 0.7135 0.37 -0.10 -0.11 -1.54
C -2.1646 3.2675 2.1618 0.08 -0.04 0.30 -1.41
H 0.7777 4.8260 -0.0608 -0.11 -0.06 0.05 0.41
H 0.6325 4.5492 1.6746 -0.30 0.07 -0.20 0.35
H -0.8196 5.0710 0.7288 0.45 -0.20 0.13 0.40
H -2.7816 2.6610 2.8290 0.25 0.00 -0.21 0.39
H -2.8313 3.9711 1.6419 0.18 -0.23 -0.05 0.33
H -1.4781 3.8835 2.7545 -0.19 -0.19 0.00 0.37
H 1.7308 2.1454 -1.7454 -0.25 0.49 0.94 0.45
H -2.4965 -0.4281 1.4717 0.46 0.56 0.06 0.39
C -2.2646 0.3476 -2.1710 -3.72 0.66 -1.74 -0.91
H -2.1317 -0.0183 -3.2033 0.67 0.17 0.61 0.37
H -2.5397 1.4173 -2.1062 0.94 -0.29 0.20 0.35
H -3.0837 -0.2117 -1.6906 0.83 -0.24 0.42 0.38
O 1.1742 0.8568 -3.0923 -0.61 -0.45 -0.12 -0.64
H 0.9443 -0.1598 -3.2712 0.25 0.64 -0.32 0.41
H 0.8755 1.3550 -3.8733 0.19 -0.25 0.37 0.27
S 1.6067 -0.7460 4.3676 0.79 0.94 -1.19 -0.13
C 2.7698 0.3071 3.5551 -1.02 -0.09 -0.79 -0.41
C 2.3100 0.6298 2.2916 -0.18 -0.81 1.33 -0.55
N 1.1035 0.0399 1.9812 -0.83 0.03 -0.44 0.33
C 0.6090 -0.6906 2.9465 1.13 0.52 0.33 -0.27
H 3.6925 0.6626 3.9844 -0.09 -0.19 0.27 0.44
H 2.7986 1.2736 1.5546 -0.14 -0.33 0.37 0.39
H -0.3244 -1.2452 2.9444 0.14 0.21 -0.30 0.30
```
Forces are in eV/Å.

## Properties
energy: -2304.2189 hartree
spin multiplicity: 7
net charge: +1
⟨S²⟩: 12.170
E_LUMO (alpha / beta): -3.93 / -6.22 eV

Below is a single C12H23FN2O3 molecule, with properties calculated with ωB97M-V/def2-TZVPD.

The geometry in XYZ format:
```
41
Properties=species:S:1:pos:R:3:forces:R:3:mulliken_charge:R:1
C -2.0881 -1.7279 -1.4040 0.05 -0.07 0.08 -1.12
C -1.0399 -1.2027 -2.3603 -0.07 -0.05 -0.05 -0.05
F -0.2275 -2.2892 -2.7421 -0.02 -0.02 -0.06 -0.38
C -0.0805 -0.1025 -1.9331 0.07 0.12 -0.10 -0.25
C 1.0822 -0.4588 -0.9782 -0.04 0.09 0.12 0.04
C 0.8484 -1.4518 0.1386 -0.19 -0.17 -0.06 -0.24
C 1.9270 -1.5540 1.2306 0.12 0.03 0.14 -0.57
O 1.6563 -0.6881 2.3206 -0.12 0.14 -0.06 -0.59
C 3.3892 -1.4551 0.7497 0.07 -0.15 -0.06 -0.69
N 3.9590 -0.1113 0.8699 -0.23 0.13 -0.30 -0.74
O 1.4747 0.8337 -0.4322 -0.03 -0.12 -0.29 -0.41
C 0.6520 1.8370 -0.8345 0.07 -0.22 0.16 -0.02
O 0.9197 2.9775 -0.6216 -0.02 0.37 0.07 -0.61
C -0.6084 1.2590 -1.4415 -0.06 -0.19 0.10 0.47
C -1.7165 1.4383 -0.3793 -0.27 0.10 -0.08 -1.30
C -1.5976 0.7466 0.9744 0.20 0.01 -0.01 0.49
C -2.5128 1.3653 2.0330 -0.11 0.04 0.00 -1.33
N -2.2319 2.7493 2.3976 0.04 0.05 -0.07 -0.63
H -1.6280 -2.3886 -0.6682 -0.06 0.11 0.02 0.26
H -2.8353 -2.3016 -1.9522 0.06 -0.02 -0.02 0.42
H -2.5954 -0.9145 -0.8885 -0.01 -0.09 -0.10 0.23
H -1.5263 -0.8748 -3.2846 -0.03 0.07 0.09 0.45
H 0.4357 0.1559 -2.8662 -0.06 -0.04 0.01 0.38
H 1.9214 -0.8017 -1.5862 0.05 0.06 0.11 0.53
H 0.7449 -2.4346 -0.3346 0.05 0.09 -0.03 0.48
H -0.0953 -1.2481 0.6453 0.15 -0.07 0.00 -0.22
H 1.8170 -2.5514 1.6622 -0.05 0.02 -0.04 0.57
H 1.9101 0.2125 2.0816 0.18 -0.13 0.02 0.43
H 3.4444 -1.8471 -0.2776 -0.07 -0.08 0.08 0.33
H 3.9800 -2.1314 1.3723 0.05 0.11 -0.02 0.47
H 3.3524 0.5625 0.4096 0.09 -0.06 0.02 0.26
H 4.8312 -0.0684 0.3536 0.05 -0.06 0.22 0.28
H -0.9208 1.8613 -2.2959 0.17 0.06 0.05 0.53
H -1.7242 2.5179 -0.1911 -0.03 -0.05 -0.08 0.63
H -2.6872 1.2134 -0.8359 0.06 -0.03 0.05 0.36
H -0.5662 0.8031 1.3467 -0.10 0.00 -0.03 0.17
H -1.8399 -0.3173 0.8958 0.04 0.11 0.06 0.00
H -3.5540 1.3157 1.6953 0.06 -0.01 0.05 0.43
H -2.4490 0.7525 2.9361 -0.01 0.02 -0.04 0.41
H -2.5868 3.4039 1.7121 0.04 -0.06 0.02 0.30
H -1.2343 2.9154 2.4827 -0.07 -0.03 0.05 0.27
```
Forces are in eV/Å.

## Properties
energy: -906.1450 hartree
SMILES: C[C@H](F)[C@@H]1[C@H](C[C@H](O)CN)OC(=O)[C@@H]1CCCN
net charge: 0
E_LUMO: 0.59 eV

Below is an isolated ion of composition C12H23N2O and charge +1 in a non-equilibrium geometry, with properties calculated with ωB97M-V/def2-TZVPD.

The geometry in XYZ format:
```
38
Properties=species:S:1:pos:R:3:forces:R:3:mulliken_charge:R:1
C 0.1768 -0.6169 0.0537 4.65 1.56 0.89 -1.00
C 2.7805 -0.3630 0.0965 -2.50 -2.21 -1.00 0.55
C 1.1936 1.5517 0.2413 -0.24 -0.18 -4.57 -1.02
C 0.6035 -2.8369 1.1343 0.44 -0.76 0.66 -1.40
C 0.2372 -2.4436 -1.4504 0.67 -0.45 0.25 -1.38
C -1.5813 -2.3900 0.1963 -2.49 -2.32 1.04 -1.68
C -1.2634 2.8734 0.2794 2.57 3.35 -2.17 -1.73
C -1.8761 1.0900 -1.3686 -1.68 -1.06 -0.12 -1.29
C -2.2485 0.8221 1.1017 -0.35 -1.31 1.97 -1.26
C 3.6323 1.8924 -0.0637 1.71 0.13 -2.06 -0.91
C -0.1113 -2.0197 0.0668 -2.36 -0.71 -1.53 2.67
C -1.3042 1.4211 0.0168 -2.02 -1.71 -0.15 1.29
N 2.5372 0.9080 0.1486 0.14 0.24 -0.37 0.08
N 0.0173 0.6431 0.0343 0.20 0.03 1.46 0.07
O 3.4072 -1.3455 -0.0867 -0.52 2.39 0.67 -0.37
H 1.2613 2.0313 1.1316 -0.77 1.28 2.98 0.64
H 0.9859 2.3837 -0.5752 1.35 -1.70 1.37 0.47
H 0.4315 -3.9006 0.8363 0.66 0.72 0.18 0.41
H 1.6705 -2.5608 1.2063 -0.49 -0.52 -0.08 0.30
H 0.1583 -2.8019 2.1722 0.26 0.52 -1.19 0.36
H 0.1857 -1.5771 -2.1368 0.33 -0.32 0.36 0.33
H -0.5934 -3.1033 -1.7866 0.90 0.17 0.24 0.42
H 1.2510 -2.9666 -1.5172 -1.44 0.83 0.02 0.31
H -2.2998 -2.0101 -0.5854 0.85 0.34 1.01 0.33
H -1.9825 -2.2806 1.3061 0.62 0.04 -2.43 0.28
H -1.6625 -3.5237 -0.0521 0.20 1.65 0.83 0.48
H -0.8118 3.3978 -0.6957 -1.23 -0.72 1.93 0.43
H -2.2385 3.3125 0.4917 -0.02 -0.34 -0.44 0.45
H -0.6169 3.2860 1.0735 -0.22 -0.72 0.05 0.39
H -2.6811 1.7433 -1.7963 0.96 -0.12 0.70 0.33
H -2.4152 0.1449 -1.1227 0.46 0.38 -1.04 0.27
H -1.1249 0.8832 -2.1323 0.00 0.28 0.06 0.30
H -3.0489 0.0434 0.8627 1.44 0.85 -0.57 0.26
H -1.5569 0.2476 1.8596 -1.61 1.54 -0.78 0.24
H -2.9117 1.6434 1.5309 1.37 -1.05 0.03 0.36
H 3.1819 2.8906 0.0799 0.49 -0.49 -0.47 0.35
H 4.5224 1.8272 0.6009 -1.03 -0.44 0.01 0.35
H 4.0950 1.7038 -1.1520 -1.33 0.82 2.25 0.33
```
Forces are in eV/Å.

## Properties
energy: -655.3343 hartree
energy above the lowest of the compared OMol25 structures with the same formula, charge and spin: 92.3 kcal per mole
net charge: +1
E_LUMO (alpha / beta): -3.42 / -3.42 eV